# 1
87
Properties=species:S:1:pos:R:3:forces:R:3:lowdin_charge:R:1 method="wB97M-V/def2-TZVPD" charge=0 lumo_ev=-0.08 gap_ev=9.13 energy_ev=-96390.42242
S 0.9397 4.3731 1.5156 0.6668 1.5060 1.0559 0.63
Si 2.4273 4.3113 -0.1426 1.3644 -0.7430 -0.1821 0.58
F 0.2378 1.4544 1.5998 0.3892 0.2548 0.0688 0.16
F -1.6168 4.1074 1.8267 0.2353 -0.1359 -0.0801 0.12
F 1.7862 4.9496 -1.4357 -0.5531 0.0697 -0.3375 -0.14
F 0.1047 1.9205 -1.2379 -0.3521 -0.3185 0.2909 0.17
F -2.0685 1.7684 -0.9948 0.6454 -0.2902 0.1883 0.17
F -0.9376 4.0840 -0.2487 0.0628 0.0582 0.1915 0.11
F -1.9142 1.6947 1.6143 0.0716 -0.0322 -0.0225 0.14
F -0.7724 0.1192 -0.3618 -0.0877 0.8445 -0.1754 0.17
O -6.6553 1.8926 3.4002 0.0359 0.0011 -0.0022 0.02
O -0.7065 -4.3771 0.3797 -0.0320 0.0640 -0.0404 0.02
O 6.4921 0.6165 -4.3012 0.0382 0.0550 0.0273 0.03
O 3.0375 1.0764 5.7575 -0.0400 0.0079 0.0444 0.02
O 1.0486 -1.0322 -6.1843 0.0434 0.0811 -0.0145 0.01
O 1.4616 3.7758 2.7176 -0.2471 -1.0297 -0.2931 -0.32
O -3.1466 -1.0301 -4.6499 -0.0877 -0.0387 0.0812 0.02
O -2.5249 -6.3136 2.5672 -0.2214 -0.1439 0.2116 0.02
O 0.6280 5.7749 1.6509 -0.4768 0.0591 -0.6516 -0.32
N 4.4714 1.3984 -4.9680 0.0550 -0.0073 0.0835 0.15
N -1.1326 -0.5787 -6.6229 0.3533 -0.0380 0.0838 0.15
N 3.0666 -0.8885 2.3065 0.0788 -0.0140 -0.3372 0.02
N -5.0170 -2.1736 -4.0758 0.0518 0.0615 -0.0126 0.16
N 0.4836 -0.2808 -8.2493 0.0311 0.0117 0.0594 0.14
N -2.9419 -4.1965 0.7523 0.0082 -0.3429 -0.0128 0.15
N 6.2261 2.8544 -4.5679 -0.0203 -0.0076 0.0566 0.14
N -2.5079 -7.6437 4.4010 -0.0303 0.0258 -0.0367 0.15
N -4.0478 -0.6747 -2.6047 0.0815 -0.0525 0.0802 0.16
N -1.3763 -8.2585 2.4807 -0.0736 -0.0103 -0.0361 0.16
N -1.7887 -2.5375 -0.3795 0.0020 -0.1189 0.1239 0.14
N 0.9683 0.9752 4.8328 -0.0083 0.1682 -0.0176 0.16
N -4.7682 2.5327 2.3180 -0.0044 0.0104 0.0460 0.15
N -5.0790 3.0532 4.5483 -0.0017 -0.0342 -0.0302 0.15
N 1.5744 -0.4802 6.5223 0.0070 0.0440 0.0186 0.14
C 0.1843 -0.6575 -6.9611 -0.1481 0.0458 -0.0666 -0.69
C 3.1690 2.6299 -0.4394 -0.3667 0.3496 0.1806 -0.26
C 3.8980 1.3416 1.6829 0.1955 -0.0457 -0.4404 -0.20
C 4.3024 2.2398 0.5210 0.0176 -0.2373 0.0788 -0.25
C 5.7785 1.5568 -4.5938 -0.1129 -0.0200 -0.0407 -0.69
C -0.6851 3.6164 0.9917 -0.2134 -0.1422 0.1285 -0.48
C -2.1616 -7.3428 3.1144 0.1567 -0.0545 -0.0541 -0.65
C -5.5759 2.4550 3.4218 0.0076 0.0189 -0.0013 -0.68
C 1.9372 0.5613 5.7056 0.0111 -0.0674 -0.0825 -0.69
C -0.8746 1.4561 -0.4471 -0.1489 -0.2244 -0.4533 -0.51
C -1.7488 -3.7541 0.2631 -0.0740 -0.0338 0.0209 -0.68
C -4.0144 -1.2832 -3.8299 -0.0628 0.0178 0.0186 -0.65
C -0.7771 2.0536 0.9779 -0.7211 -0.1633 -0.0741 -0.37
C 3.3010 0.0463 1.1908 -0.3821 -0.5154 0.3370 -0.29
H -1.4028 -0.8450 -5.6904 -0.1399 0.0131 -0.0847 0.06
H -3.3208 -0.0131 -2.4075 -0.0057 0.0693 -0.0208 0.08
H -0.2025 0.0326 -8.9074 -0.0388 -0.0125 0.0036 0.08
H 0.6751 -0.9191 6.4957 -0.0181 -0.0076 -0.0414 0.09
H -5.1048 2.1061 1.4774 -0.0439 -0.0054 -0.0299 0.10
H -3.8768 2.9890 2.3111 0.0145 0.0292 0.0305 0.06
H 3.9573 -0.4095 0.4513 0.1767 0.0659 -0.2946 0.12
H 5.6573 3.6432 -4.8067 -0.0258 -0.0064 -0.0396 0.09
H 4.1112 0.4621 -4.9958 -0.0500 -0.0340 -0.0372 0.10
H 2.4053 1.8613 -0.4555 -0.1373 -0.1357 -0.0548 0.05
H 3.8246 -1.5565 2.2948 0.1345 -0.0795 0.3538 0.06
H -2.6224 -1.9976 -0.5000 -0.0525 -0.0309 -0.0469 0.06
H -4.7561 -0.8427 -1.9164 -0.0772 0.0048 -0.0489 0.09
H 2.2471 -1.4431 2.1053 -0.1871 -0.0679 0.0576 0.06
H 3.5594 2.6572 -1.4542 -0.0005 0.1750 -0.2985 0.08
H 2.2608 -0.8110 7.1719 0.0453 -0.0067 0.0058 0.10
H -2.2170 -8.4779 4.8720 0.0330 -0.0228 -0.0106 0.09
H -3.0813 -6.9823 4.8881 -0.0149 0.0307 0.0033 0.10
H 3.4566 5.2487 0.3238 -0.2206 0.0949 0.3413 0.03
H -1.0956 -8.0470 1.5412 0.0409 0.0632 -0.0108 0.11
H 4.8155 1.0732 2.1940 0.1402 0.0882 0.4276 0.12
H 2.3486 0.2029 0.6925 -0.1740 0.1274 -0.0873 0.08
H 5.0193 1.6635 -0.0551 0.2302 -0.0231 -0.2250 0.11
H 4.8498 3.1022 0.8873 0.0269 0.2882 0.0709 0.10
H -4.1943 3.5215 4.5848 0.0128 0.0132 -0.0298 0.09
H 7.1791 3.0033 -4.2977 0.0383 -0.0181 -0.0040 0.10
H 3.8663 2.1582 -5.2115 0.0008 0.0153 -0.0322 0.09
H -5.7395 -2.3920 -3.4176 0.0029 0.0003 0.0370 0.10
H -3.7945 -3.6829 0.6459 0.0239 0.0682 -0.0213 0.08
H 1.1984 1.7365 4.2190 0.0384 0.0181 -0.0079 0.07
H -2.9536 -5.0887 1.2449 0.1513 0.4025 -0.0589 0.05
H 3.2335 1.8161 2.3927 -0.1491 0.1772 0.2197 0.09
H -5.0136 -2.6329 -4.9665 0.0228 -0.0294 -0.0238 0.11
H -5.6454 3.0147 5.3735 -0.0338 -0.0042 0.0206 0.10
H 1.4430 -0.3325 -8.5314 0.0382 -0.0288 0.0028 0.09
H -1.8448 -0.2687 -7.2541 -0.0320 -0.0078 -0.0159 0.09
H -1.0585 -9.1069 2.9069 0.0089 -0.0047 0.0401 0.09
H -0.9262 -2.1919 -0.7490 0.0663 -0.0449 -0.0850 0.08
H 0.0577 0.5625 4.7783 0.0110 -0.0683 0.0144 0.09

---

# 2
64
Properties=species:S:1:pos:R:3:forces:R:3:lowdin_charge:R:1 method="wB97M-V/def2-TZVPD" charge=0 e_above_lowest_kcal_mol=0.00 lumo_ev=0.50 gap_ev=9.95 energy_ev=-34524.76538
O 8.0350 6.2857 1.7603 -0.0405 -0.4443 -0.0763 -0.08
O 9.4071 7.8046 6.5925 -0.1056 0.2136 0.1102 -0.10
O 8.9810 8.3839 9.3989 -0.4093 0.0192 0.2437 -0.08
O 3.3698 8.4477 6.3771 -0.1788 0.4214 0.1730 -0.17
O 8.7668 6.0873 11.4890 0.2443 -0.1875 -0.2053 -0.06
O 9.8996 3.9357 1.1009 -0.0291 0.1439 -0.0384 -0.07
O 8.9782 7.8685 3.7658 0.2520 0.4502 -0.0284 -0.07
O 11.6745 7.0798 5.1924 0.2825 -0.2706 0.1374 -0.23
N 11.6271 3.5893 6.2945 -0.2534 0.2751 -0.2551 0.04
N 3.2414 11.0193 4.9502 -0.3206 -0.2041 0.5277 0.04
C 8.3340 5.0684 2.4600 -0.3067 0.1384 -0.0711 -0.22
C 8.1631 6.2338 10.2105 -0.8972 0.1492 0.4219 -0.25
C 9.7780 4.6591 2.3325 -0.3145 -0.5832 -0.2796 -0.23
C 3.8603 7.7306 7.4678 0.3218 -0.7798 0.6663 -0.13
C 11.7154 5.6203 7.7733 -1.2862 1.1811 -0.1155 -0.05
C 8.8673 8.9340 5.9227 0.4329 0.0931 -0.4794 -0.22
C 4.4121 8.9259 5.5698 0.6707 -0.1706 -0.2602 -0.24
C 8.1174 8.5139 4.6828 -0.6173 -0.9121 0.2467 -0.24
C 12.1613 5.7394 5.3074 -0.1479 0.7981 -0.0431 -0.19
C 4.9564 10.1416 3.4560 -0.1192 -0.2248 -0.2505 -0.07
C 7.8316 7.6823 9.8936 0.8204 0.1514 -0.6273 -0.23
C 11.3876 5.0396 6.3994 0.3506 -0.5851 0.1030 -0.43
C 3.8677 9.7861 4.4515 -0.1319 0.3194 -0.0428 -0.44
C 12.3039 7.7685 4.1335 -0.2333 0.3830 0.0372 -0.09
H 9.6928 6.3437 11.4335 -0.0510 0.1212 -0.0766 0.08
H 11.2165 6.5987 7.8577 0.2615 -0.0497 -0.0792 0.07
H 10.8045 3.6260 1.0083 0.0167 0.0237 -0.0149 0.08
H 11.9836 7.3900 3.1571 0.0994 -0.1663 0.0566 0.08
H 5.1322 9.5539 6.1268 -0.2109 -0.0768 0.2810 0.13
H 7.2093 5.6949 10.2783 0.1707 -0.0739 0.0221 0.12
H 5.7699 10.6892 3.9348 -0.0246 0.1072 -0.0144 0.07
H 9.6689 9.6375 5.6611 -0.0459 -0.0193 0.0232 0.13
H 7.0353 7.7247 9.1408 -0.1008 -0.0361 0.1402 0.10
H 5.0108 8.0742 5.2066 -0.1785 0.0372 -0.2273 0.12
H 10.2132 7.5329 6.1094 -0.1828 0.0524 0.0018 0.05
H 10.4153 5.5438 2.2990 0.0716 0.0217 0.3738 0.11
H 7.5199 8.2003 10.7985 -0.1686 -0.1042 0.0652 0.12
H 13.2219 5.8010 5.5842 0.1032 -0.2418 -0.2170 0.13
H 11.2155 5.0586 8.5633 0.4777 -0.3594 0.0720 0.07
H 7.5624 9.3401 4.2312 0.1855 0.1554 0.0155 0.10
H 12.7689 5.8250 7.9491 0.1551 -0.5065 0.0728 0.08
H 7.6994 4.2643 2.0744 0.0889 -0.0377 0.0175 0.13
H 8.9871 8.2810 8.4377 0.3968 -0.2210 -0.0392 0.03
H 5.3744 9.2509 2.9805 0.0252 -0.0155 0.1241 0.08
H 3.0719 9.2473 3.9305 0.0672 -0.1314 0.0252 0.14
H 12.0291 5.2658 4.3330 0.1226 -0.3418 0.0772 0.11
H 11.0245 3.1309 6.9659 0.1435 -0.1879 0.0147 0.07
H 9.9991 3.9872 3.1685 0.3159 0.2200 0.0740 0.12
H 8.0624 5.2164 3.5033 0.1099 0.2378 0.0146 0.12
H 10.3290 5.1906 6.1728 -0.0515 0.0047 0.1371 0.14
H 12.5853 3.3492 6.5175 0.0212 0.0503 0.1326 0.07
H 8.7412 5.7814 9.4010 0.1540 0.0662 0.0225 0.11
H 3.0720 7.5106 8.1881 -0.2326 0.2309 -0.2325 0.09
H 4.2728 6.7532 7.1696 0.0442 0.1673 -0.1516 0.09
H 11.9887 8.8098 4.1870 0.0306 -0.0278 0.0466 0.09
H 7.3834 7.7659 5.0326 -0.1238 0.2471 -0.0637 0.12
H 4.6512 8.2608 8.0146 -0.0364 0.1642 -0.1496 0.08
H 4.5212 10.7481 2.6639 0.0921 0.1724 0.0534 0.08
H 8.4691 7.5786 2.9906 0.1787 0.0237 0.0901 0.05
H 3.8930 11.5664 5.5113 0.2133 -0.0839 -0.2762 0.07
H 8.1462 6.0893 0.8233 -0.0127 0.2004 -0.0052 0.10
H 2.5375 10.7386 5.6347 -0.0482 0.0946 -0.2622 0.07
H 13.3925 7.7182 4.2343 -0.0058 -0.0383 -0.0825 0.09
H 8.1877 9.4520 6.6014 -0.0550 -0.0540 0.0443 0.12

---

# 3
69
Properties=species:S:1:pos:R:3:forces:R:3:lowdin_charge:R:1 method="wB97M-V/def2-TZVPD" s2=0.7558 charge=+1 multiplicity=2 lumo_ev="-2.22 / -8.25" gap_ev="9.73 / 3.60" energy_ev=-47075.01658
In 2.7654 -1.8309 -0.8465 -1.0682 0.7716 -0.0512 0.99
F 1.0008 -0.3089 1.0121 -0.3778 0.4173 0.5862 -0.54
O -2.3107 3.4193 0.7541 -0.0677 1.3831 -0.1064 0.00
O 1.3096 -3.9065 -2.6892 0.4779 0.2287 0.3980 -0.16
O 0.6128 3.0704 0.1105 -0.7584 1.6105 -0.0655 0.01
O 2.0622 -1.0426 -3.8277 0.3316 -2.4250 0.4163 -0.29
O 1.1627 1.6024 2.9207 -0.8094 0.7311 0.8709 0.10
O -0.2262 -2.3950 -0.6209 0.2643 -1.2586 -1.2077 -0.19
O 1.6075 -4.4398 2.8516 0.8949 -0.7284 -0.2123 -0.03
O -1.2985 0.9770 0.1553 0.1891 2.1075 -0.3090 -0.13
O -1.9480 -1.5134 1.3478 -0.1552 1.0241 -0.7250 -0.07
O -0.2302 -1.4695 3.5194 -0.5639 0.4528 0.5437 -0.09
O 0.5790 4.3204 4.0096 0.0846 -0.4567 -1.3947 -0.03
N 1.5801 0.9245 -1.6650 0.9444 -0.5708 -0.4749 0.03
C -2.4381 0.3185 -0.3210 0.4526 -1.4054 1.0268 -0.18
C -0.1047 4.2915 0.3771 1.5091 -0.6052 0.4982 -0.13
C 1.2507 0.0799 -4.0266 0.5747 0.4476 -0.2753 -0.21
C -2.8827 -0.5228 0.9066 -1.9498 -1.2194 -1.3325 -0.17
C 0.6317 -2.5359 3.8626 0.2608 0.2885 1.7961 -0.23
C 0.0837 3.0789 4.4349 -0.9572 -0.9523 1.5178 -0.23
C 2.5245 -1.7771 -5.0035 0.2714 1.0041 -0.0797 -0.06
C 0.6271 0.6587 -2.7309 -0.6107 0.9143 -0.0897 -0.38
C -0.0343 2.0577 -3.0833 0.3266 -1.2445 -0.7289 -0.03
C -0.6517 -3.6680 -1.1879 0.7943 0.6936 -0.7391 -0.17
C -0.0910 -3.7140 -2.6561 -0.9370 -0.2901 0.8599 -0.22
C -1.5856 4.3244 -0.0648 -0.3958 -1.3144 0.9273 -0.15
C -0.0914 1.8949 3.4693 1.4283 2.3488 0.0686 -0.17
C 0.5062 -3.5965 2.8318 -0.4284 0.3399 -0.6693 -0.27
H 0.4650 -0.1828 -4.7350 -0.2935 0.2743 -0.0608 0.13
H 1.0427 0.8854 2.2937 0.4191 -1.8356 -1.5247 0.03
H 1.9397 0.7918 -4.4811 -0.3712 0.7914 -0.2498 0.13
H -0.6518 1.0969 3.9564 0.4582 -0.6209 0.3126 0.15
H -0.0604 -0.0968 -2.3505 -0.3938 0.1426 -0.0348 0.11
H -3.7550 -1.1127 0.6251 -0.3399 0.0804 -0.2759 0.12
H 2.1204 1.6836 -2.0548 0.8698 0.0954 0.1191 0.08
H -2.1085 -0.2245 -1.2068 -0.3378 -0.7898 0.1162 0.11
H 0.4734 5.1115 -0.0490 -0.1352 -0.1493 -0.3184 0.14
H -1.6452 4.0205 -1.1099 -0.0361 0.2255 -0.1455 0.12
H 0.3972 -3.0506 1.8946 0.1853 -0.1446 -0.4187 0.10
H -0.7636 2.0992 2.6360 -0.6713 0.5695 -0.8302 0.13
H 3.1283 -2.6441 -4.7353 -0.0846 0.3315 0.6305 0.09
H -3.2722 0.0990 1.7127 0.5864 0.3333 0.0836 0.13
H 0.7747 2.7683 -3.2530 0.2118 -0.1120 -0.4251 0.08
H 0.6966 2.6532 5.2294 0.4398 0.0404 0.0916 0.13
H -0.5920 1.9142 -4.0088 -0.2581 0.4884 -0.0016 0.08
H -2.0168 2.5202 0.5902 0.3987 -0.7692 -0.3298 0.02
H -0.6352 0.3194 0.3769 1.1624 -0.7354 0.4010 0.04
H -0.4723 -4.5495 -3.2431 -0.8248 0.1086 0.1822 0.12
H 1.6305 -2.1487 4.0644 0.4532 -0.1046 -0.9170 0.13
H 0.7876 4.8754 4.7646 -0.0271 -0.1565 0.1363 0.10
H -3.2055 0.9887 -0.7082 -0.0372 0.3274 0.6180 0.13
H -1.7576 -1.3815 2.2794 0.4221 -0.2048 0.4032 0.07
H -0.3405 -2.7838 -3.1666 0.1107 0.0538 0.0867 0.12
H -0.8796 3.2138 4.9269 -0.3840 0.0542 -0.1090 0.12
H 1.0984 1.4018 -0.9165 -0.1581 -0.4887 0.2267 0.02
H -1.7288 -3.8215 -1.1216 -0.1818 0.4458 -0.3759 0.12
H -0.2549 -4.4953 -0.5995 0.4302 -0.0914 0.0087 0.11
H 0.3272 2.4149 0.7511 -0.1183 -0.3889 0.2190 0.04
H 1.8114 -2.1613 -5.7329 -1.0183 0.1626 0.5875 0.09
H 1.9207 -4.5609 1.9523 0.0517 -0.1494 0.1178 0.08
H -0.1079 4.4011 1.4616 -0.1772 0.2451 0.2420 0.12
H -0.6224 2.5817 -2.3299 -0.2667 -0.8404 0.2391 0.05
H 3.1316 -1.1157 -5.6216 0.3430 0.2239 0.1703 0.09
H -1.9848 5.3184 0.1370 0.1078 -0.0503 -0.2282 0.14
H -0.4194 -4.1579 2.9591 -0.1640 -0.0839 0.1761 0.13
H 1.3878 -4.8630 -2.6653 0.6097 -0.0605 0.0613 0.10
H 0.1815 -1.0904 2.7394 0.2749 0.3648 -0.7701 0.03
H -0.8689 -2.1103 0.0330 -0.1908 0.1596 0.7435 0.02
H 0.4177 -2.9054 4.8655 -0.7902 -0.0346 -0.0059 0.13